# C14H17IN3O3

A cluster of 2 separate species, C14H17IN3O3 in total (ωB97M-V/def2-TZVPD, the Open Molecules 2025 dataset).

Last columns: bonded neighbours and bond lengths (Å).
Element x y z (Å)
1 C 3.388 -0.885 -0.662  N2 1.464, H17 1.102, H18 1.095, H19 1.094
2 N 1.959 -0.580 -0.751  C1 1.464, C3 1.432, H20 1.010
3 C 1.480 -0.511 -2.099  N2 1.432, O4 1.473, H21 1.099, H22 1.092
4 O 0.477 0.566 -2.148  C3 1.473, C5 1.349
5 C -0.604 0.212 -2.874  O4 1.349, O6 1.204, C7 1.523
6 O -0.576 -0.138 -4.025  C5 1.204
7 C -1.907 0.343 -2.095  C5 1.523, C8 1.393, C16 1.381
8 C -1.949 1.266 -1.053  C7 1.393, C9 1.355, H23 1.084
9 C -3.100 1.373 -0.344  C8 1.355, N10 1.334, H24 1.085
10 N -4.152 0.617 -0.662  C9 1.334, C11 1.331, H25 1.015
11 C -4.139 -0.281 -1.644  N10 1.331, C12 1.523, C16 1.371
12 C -5.350 -1.153 -1.949  C11 1.523, C13 1.559, H26 1.093, H27 1.095
13 C -5.693 -2.057 -0.726  C12 1.559, O14 1.188, I15 2.167
14 O -6.724 -2.647 -0.699  C13 1.188
15 I -4.357 -2.336 0.956  C13 2.167
16 C -3.010 -0.428 -2.408  C7 1.381, C11 1.371, H28 1.084
17 H 3.635 -1.916 -0.966  C1 1.102
18 H 3.714 -0.768 0.376  C1 1.095
19 H 3.996 -0.208 -1.269  C1 1.094
20 H 1.405 -1.216 -0.195  N2 1.010
21 H 1.054 -1.480 -2.397  C3 1.099
22 H 2.265 -0.229 -2.802  C3 1.092
23 H -1.084 1.874 -0.817  C8 1.084
24 H -3.205 2.054 0.494  C9 1.085
25 H -5.009 0.675 -0.120  N10 1.015
26 H -5.069 -1.815 -2.772  C12 1.093
27 H -6.210 -0.542 -2.239  C12 1.095
28 H -2.971 -1.127 -3.236  C16 1.084
29 N 4.068 0.001 3.841  C30 1.370, C33 1.368, H34 1.003
30 C 3.365 0.909 3.095  N29 1.370, C31 1.369, H35 1.078
31 C 3.767 2.163 3.470  C30 1.369, C32 1.420, H36 1.077
32 C 4.755 2.007 4.478  C31 1.420, C33 1.369, H37 1.077
33 C 4.920 0.663 4.683  N29 1.368, C32 1.369, H38 1.077
34 H 3.974 -0.996 3.781  N29 1.003
35 H 2.641 0.585 2.365  C30 1.078
36 H 3.396 3.091 3.066  C31 1.077
37 H 5.283 2.791 4.993  C32 1.077
38 H 5.566 0.123 5.353  C33 1.077

Properties
charge	+1
total energy	-1231.09049	hartree
multiplicity	1